The following is a DFT calculation (ωB97M-V with the def2-TZVPD basis set) of 6 unconnected molecules or ions with the total composition C13H40N2O7.

Last column: Löwdin charge in e.
Geometry (Å):
C (-0.269, -5.660, -0.890)  -0.14
O (0.412, -4.745, -1.787)  -0.14
H (-1.218, -5.914, -1.361)  0.07
H (0.499, -6.433, -0.856)  0.08
H (-0.566, -5.332, 0.106)  0.07
H (-0.182, -4.160, -2.263)  0.06
C (5.212, 5.267, 3.905)  -0.18
O (5.166, 4.364, 4.981)  -0.11
H (5.271, 6.310, 4.216)  0.07
H (6.036, 5.086, 3.215)  0.07
H (4.342, 5.120, 3.264)  0.07
H (4.308, 3.941, 5.060)  0.07
C (8.745, -2.376, 0.185)  -0.24
O (9.064, -3.293, 1.103)  -0.09
H (8.494, -2.887, -0.745)  0.08
H (7.824, -1.819, 0.358)  0.08
H (9.584, -1.713, -0.030)  0.08
H (9.477, -2.881, 1.866)  0.09
C (-0.026, 3.226, 4.106)  -0.05
C (0.474, 1.734, 3.979)  -0.46
C (1.117, 1.458, 2.603)  -0.14
O (1.085, 0.005, 2.249)  -0.21
C (2.255, -0.607, 1.691)  -0.11
N (1.461, 1.573, 5.004)  0.01
H (-0.547, 3.306, 5.060)  0.07
H (-0.827, 3.327, 3.374)  0.06
H (0.717, 3.993, 3.887)  0.07
H (-0.283, 0.962, 4.111)  0.13
H (2.049, 2.002, 2.757)  0.12
H (0.385, 1.764, 1.857)  0.12
H (2.341, -0.481, 0.612)  0.08
H (2.294, -1.684, 1.855)  0.08
H (3.153, -0.217, 2.171)  0.08
H (1.790, 0.628, 4.873)  0.07
H (1.012, 1.432, 5.898)  0.07
C (-2.340, -3.565, -6.892)  -0.10
C (-3.278, -2.800, -5.987)  -0.42
C (-2.707, -1.415, -5.537)  -0.18
O (-1.303, -1.543, -5.222)  -0.21
C (-0.732, -0.329, -4.643)  -0.08
N (-4.574, -2.676, -6.676)  0.03
H (-1.346, -3.778, -6.498)  0.07
H (-2.093, -3.143, -7.865)  0.08
H (-2.696, -4.563, -7.147)  0.07
H (-3.370, -3.393, -5.078)  0.13
H (-3.397, -1.172, -4.729)  0.12
H (-2.699, -0.770, -6.415)  0.12
H (0.337, -0.512, -4.744)  0.09
H (-1.001, -0.236, -3.591)  0.08
H (-1.052, 0.613, -5.089)  0.08
H (-5.103, -3.535, -6.716)  0.07
H (-4.510, -2.266, -7.597)  0.07
C (-5.877, 2.277, 1.786)  -0.19
C (-6.178, 2.894, 3.178)  -0.22
O (-6.622, 4.282, 3.217)  -0.08
O (-4.667, 2.861, 1.194)  -0.09
H (-6.644, 2.449, 1.030)  0.11
H (-5.739, 1.196, 1.825)  0.11
H (-5.360, 2.807, 3.893)  0.11
H (-7.028, 2.444, 3.691)  0.11
H (-5.811, 4.790, 3.140)  0.07
H (-4.859, 3.790, 1.053)  0.07

Calculated values
**DFT total energy**: -1155.28188 a.u.
**SMILES**: COC[C@H](C)N.COC[C@H](C)N.OCCO.CO.CO.CO
**Relative energy (zero: lowest compared OMol25 entry of this formula, charge and spin)**: 146.5 kcal/mol
**Lowest unoccupied orbital energy**: 0.5 eV
**Frontier orbital gap**: 9.61 eV
**Multiplicity**: 1

The following is a DFT calculation (ωB97M-V with the def2-TZVPD basis set) of 7 unconnected molecules or ions with the total composition C13H42N2O7.

Last column: Löwdin charge in e.
Geometry (Å):
C (-3.725, 4.661, -1.438)  -0.16
O (-3.510, 4.754, -0.039)  -0.13
H (-4.609, 5.192, -1.801)  0.08
H (-2.850, 4.986, -2.006)  0.08
H (-3.916, 3.604, -1.622)  0.06
H (-3.526, 5.672, 0.243)  0.07
C (-4.047, 0.267, -2.795)  -0.15
O (-5.092, 0.714, -3.665)  -0.12
H (-4.400, -0.519, -2.122)  0.08
H (-3.175, -0.099, -3.338)  0.07
H (-3.746, 1.123, -2.198)  0.05
H (-5.162, 0.091, -4.391)  0.07
C (0.459, -0.818, -3.487)  -0.16
O (0.672, -1.937, -4.342)  -0.12
H (-0.602, -0.703, -3.225)  0.06
H (0.973, -0.943, -2.529)  0.07
H (0.774, 0.091, -3.994)  0.08
H (0.930, -2.696, -3.807)  0.02
C (-4.404, -3.708, 2.261)  -0.18
O (-5.775, -3.447, 2.490)  -0.12
H (-4.296, -3.910, 1.197)  0.07
H (-3.774, -2.858, 2.541)  0.07
H (-4.029, -4.599, 2.781)  0.08
H (-5.929, -3.295, 3.425)  0.07
C (2.144, -3.814, -1.771)  -0.13
O (1.599, -4.356, -2.979)  -0.13
H (1.452, -3.052, -1.419)  0.06
H (2.221, -4.583, -0.999)  0.08
H (3.117, -3.352, -1.943)  0.09
H (2.248, -4.965, -3.341)  0.09
C (3.281, 0.008, 1.206)  -0.07
C (3.604, 0.845, 2.418)  -0.44
C (4.950, 0.445, 2.989)  -0.22
O (5.409, 1.451, 3.863)  -0.20
C (6.616, 1.090, 4.501)  -0.11
N (3.504, 2.282, 2.086)  0.05
H (4.118, 0.038, 0.502)  0.08
H (2.374, 0.362, 0.722)  0.05
H (3.113, -1.031, 1.501)  0.08
H (2.826, 0.652, 3.166)  0.14
H (5.693, 0.308, 2.183)  0.13
H (4.882, -0.508, 3.531)  0.13
H (6.559, 0.100, 4.963)  0.09
H (6.803, 1.815, 5.294)  0.09
H (7.454, 1.133, 3.795)  0.09
H (4.197, 2.780, 2.641)  0.06
H (3.842, 2.402, 1.131)  0.07
C (-0.033, 1.819, -0.843)  -0.05
C (-1.231, 1.519, 0.027)  -0.43
C (-1.342, 0.034, 0.310)  -0.20
O (-1.780, -0.606, -0.877)  -0.21
C (-1.832, -2.003, -0.749)  -0.10
N (-1.056, 2.239, 1.304)  0.05
H (0.105, 2.890, -0.996)  0.08
H (-0.222, 1.427, -1.849)  0.07
H (0.865, 1.347, -0.452)  0.06
H (-2.147, 1.850, -0.478)  0.12
H (-2.044, -0.150, 1.134)  0.13
H (-0.355, -0.359, 0.599)  0.13
H (-0.841, -2.437, -0.937)  0.08
H (-2.506, -2.424, -1.498)  0.09
H (-2.213, -2.317, 0.229)  0.08
H (-0.680, 3.154, 1.099)  0.06
H (-1.933, 2.343, 1.797)  0.07

Calculated values
**DFT total energy**: -1156.55159 a.u.
**SMILES**: COC[C@H](C)N.COC[C@H](C)N.CO.CO.CO.CO.CO
**Relative energy (zero: lowest compared OMol25 entry of this formula, charge and spin)**: 17.3 kcal/mol
**Lowest unoccupied orbital energy**: 0.6 eV
**Frontier orbital gap**: 9.65 eV
**Multiplicity**: 1

The following is a DFT calculation (ωB97M-V with the def2-TZVPD basis set) of 8 unconnected molecules or ions with the total composition C13H43NO9.

Last column: Löwdin charge in e.
Geometry (Å):
C (2.553, 5.525, -0.040)  -0.07
O (1.752, 4.393, -0.380)  0.00
H (2.659, 6.147, -0.779)  0.05
H (3.463, 5.156, 0.347)  0.09
H (2.089, 5.984, 0.603)  0.00
H (1.552, 4.685, -1.119)  -0.07
C (0.419, -1.450, 2.909)  -0.11
O (1.115, -0.491, 3.771)  -0.13
H (0.093, -2.328, 3.559)  0.09
H (1.060, -1.778, 2.128)  0.03
H (-0.573, -0.990, 2.489)  0.08
H (1.979, -0.273, 3.500)  -0.01
C (3.755, -0.178, -4.605)  -0.12
O (3.783, 0.605, -3.464)  -0.06
H (3.807, 0.584, -5.501)  0.14
H (2.762, -0.307, -4.734)  0.04
H (4.179, -1.106, -4.632)  0.06
H (4.171, 1.369, -3.410)  0.00
C (1.412, 0.636, -0.424)  -0.15
O (1.894, -0.347, -1.299)  -0.18
H (1.874, 0.438, 0.605)  0.08
H (0.274, 0.471, -0.293)  0.08
H (1.525, 1.643, -0.904)  0.09
H (2.529, 0.197, -1.912)  0.11
C (4.428, -0.778, 1.718)  -0.10
O (3.626, 0.172, 2.542)  -0.19
H (5.060, -0.139, 1.043)  0.08
H (3.915, -1.391, 0.918)  0.06
H (5.056, -1.487, 2.477)  0.13
H (3.888, 1.115, 2.571)  0.10
C (2.208, -3.546, -0.329)  -0.05
O (1.968, -3.028, -1.735)  -0.14
H (1.616, -3.071, 0.362)  0.03
H (3.257, -3.468, -0.181)  0.07
H (1.844, -4.448, -0.320)  0.02
H (1.870, -2.088, -1.695)  -0.02
C (-0.542, 2.439, 2.601)  -0.18
O (-1.060, 1.923, 3.803)  -0.15
H (-0.494, 3.413, 2.714)  0.02
H (-1.247, 2.292, 1.748)  0.08
H (0.303, 1.919, 2.132)  0.07
H (-1.496, 1.060, 3.359)  0.09
C (-3.066, -0.650, 4.307)  -0.05
O (-2.897, 0.037, 3.019)  -0.24
C (-3.424, -0.744, 1.995)  -0.25
C (-3.056, -0.150, 0.650)  -0.26
N (-3.652, -0.890, -0.397)  -0.12
C (-3.144, -0.374, -1.714)  -0.15
C (-3.778, -1.289, -2.768)  -0.28
O (-3.277, -0.871, -4.006)  -0.19
C (-4.027, -1.519, -5.044)  -0.10
H (-4.122, -0.910, 4.567)  0.10
H (-2.902, 0.210, 4.968)  0.10
H (-2.482, -1.523, 4.443)  0.07
H (-4.544, -0.742, 2.035)  0.13
H (-3.158, -1.886, 2.080)  0.16
H (-1.861, -0.186, 0.608)  0.14
H (-3.398, 0.769, 0.256)  0.10
H (-4.608, -0.532, -0.398)  0.11
H (-2.086, -0.436, -1.594)  0.10
H (-3.826, 0.664, -1.830)  0.18
H (-4.909, -1.235, -2.644)  0.13
H (-3.596, -2.317, -2.541)  0.11
H (-3.636, -1.163, -6.088)  0.12
H (-5.096, -1.212, -5.001)  0.10
H (-3.780, -2.523, -5.044)  0.05

Calculated values
**DFT total energy**: -1252.53963 a.u.
**SMILES**: COCCNCCOC.CO.CO.CO.CO.CO.CO.CO
**Relative energy (zero: lowest compared OMol25 entry of this formula, charge and spin)**: 243.9 kcal/mol
**Lowest unoccupied orbital energy**: 0.3 eV
**Frontier orbital gap**: 9.19 eV
**Multiplicity**: 1